[1]
Density functional theory data (ωB97M-V with the def2-TZVPD basis set) for the molecule C6H10N2O.

Each line ends with the natural charge from an NBO analysis.
Geometry (Å):
1 C -2.335 -1.047 0.536  -0.632
2 C -0.855 -1.143 -0.067  -0.390
3 C -0.137 0.068 -0.743  -0.194
4 C -1.110 1.209 -1.327  -0.344
5 C -0.124 1.309 -0.066  0.061
6 C 1.302 -0.321 -0.354  0.457
7 H -2.410 -0.027 1.009  0.217
8 H -3.129 -1.259 -0.248  0.213
9 H -2.230 -1.897 1.460  0.224
10 H -0.253 -1.507 0.813  0.226
11 H -0.767 -1.944 -0.686  0.212
12 H -0.939 1.838 -2.182  0.233
13 H -2.195 0.965 -1.163  0.237
14 H 0.693 1.947 -0.261  0.178
15 H 2.103 0.770 1.344  0.385
16 H 3.005 -1.277 -0.251  0.349
17 N 1.283 0.186 1.016  -0.397
18 N 2.195 -1.135 -0.806  -0.665
19 O 0.166 1.074 1.352  -0.370

## Properties
* molecular weight: 126.159 g/mol
* charge: 0
* structure (SMILES): [H]/N=C1\NO[C@@H]2C[C@@]12CC
* ΔE to the lowest compared entry with this formula, charge and spin: 177.9 kcal/mol
* HOMO energy: -9.1 eV


[2]
Density functional theory data (ωB97M-V with the def2-TZVPD basis set) for a cluster of 8 separate species, C26H50NO22S2 in total.

Each line ends with the Mulliken charge.
Geometry (Å):
1 C -45.621 -31.640 13.658  -0.778
2 N -45.621 -32.723 14.738  0.927
3 C -45.205 -32.174 16.094  -1.238
4 C -46.925 -33.338 14.996  -0.585
5 C -44.597 -33.754 14.354  -1.167
6 C -44.906 -34.456 13.004  -0.065
7 O -43.923 -34.338 12.037  -0.508
8 H -45.511 -30.775 14.230  0.534
9 H -46.587 -31.334 13.260  0.162
10 H -44.803 -31.767 12.678  0.153
11 H -44.179 -31.723 16.250  0.157
12 H -45.407 -32.751 17.016  0.511
13 H -45.959 -31.493 16.192  0.585
14 H -46.882 -34.361 15.499  0.305
15 H -47.413 -33.596 14.006  0.236
16 H -47.612 -32.611 15.556  0.102
17 H -44.219 -34.710 14.914  0.476
18 H -43.725 -33.230 14.146  0.484
19 H -45.858 -34.050 12.441  0.062
20 H -44.715 -35.527 13.450  0.337
21 H -43.766 -35.086 11.388  0.303
22 O -50.074 -31.744 14.758  -0.678
23 S -49.553 -30.395 15.001  1.284
24 O -48.109 -30.318 15.219  -0.475
25 O -49.812 -29.479 13.629  -0.401
26 C -49.483 -30.117 12.366  0.209
27 C -49.769 -29.172 11.173  -1.688
28 C -50.458 -29.448 16.275  -1.087
29 H -49.939 -30.967 12.290  0.598
30 H -48.417 -30.226 12.531  -0.162
31 H -49.033 -28.421 11.161  0.431
32 H -50.607 -28.705 11.103  0.591
33 H -49.572 -29.748 10.324  0.304
34 H -50.138 -30.036 17.115  0.333
35 H -51.597 -29.647 15.960  0.344
36 H -50.241 -28.509 16.276  0.390
37 O -47.412 -35.326 19.311  -0.618
38 S -48.627 -35.062 20.079  1.170
39 O -48.694 -35.358 21.450  -0.592
40 O -48.932 -33.411 20.004  -0.333
41 C -47.779 -32.499 20.130  -0.529
42 C -48.092 -31.022 20.174  -0.806
43 C -50.048 -35.877 19.227  -0.868
44 H -47.060 -32.810 19.417  0.459
45 H -47.401 -32.878 21.018  0.492
46 H -48.323 -30.480 19.119  0.035
47 H -47.177 -30.816 20.747  0.363
48 H -49.104 -30.871 20.609  0.294
49 H -49.947 -36.969 19.006  0.348
50 H -50.232 -35.335 18.275  0.273
51 H -50.845 -35.823 19.955  0.342
52 C -47.693 -31.695 7.618  -0.528
53 C -46.743 -32.834 7.358  -0.303
54 O -46.718 -33.502 8.651  -0.153
55 C -47.238 -32.675 9.647  0.477
56 O -47.233 -32.942 10.816  -0.532
57 O -47.762 -31.653 9.046  -0.271
58 H -48.610 -32.035 7.379  0.333
59 H -47.563 -30.688 7.257  0.343
60 H -45.715 -32.536 7.258  0.307
61 H -47.158 -33.581 6.692  0.288
62 C -39.518 -31.790 14.159  -0.290
63 C -38.409 -32.467 15.046  -0.353
64 O -39.341 -33.379 15.751  -0.406
65 C -40.570 -33.413 15.308  0.685
66 O -41.548 -34.051 15.788  -0.586
67 O -40.724 -32.408 14.488  -0.174
68 H -39.499 -31.990 13.100  0.363
69 H -39.448 -30.754 14.504  0.223
70 H -37.855 -31.882 15.664  0.314
71 H -37.721 -33.146 14.527  0.232
72 C -43.956 -25.963 17.115  -0.468
73 C -44.799 -26.828 18.088  -0.537
74 O -44.660 -28.156 17.560  -0.356
75 C -44.031 -28.075 16.325  0.531
76 O -43.651 -28.850 15.505  -0.343
77 O -43.781 -26.760 16.004  -0.277
78 H -42.996 -25.689 17.463  0.365
79 H -44.567 -25.189 17.068  0.339
80 H -45.718 -26.836 18.205  0.473
81 H -44.234 -26.868 19.145  0.216
82 C -42.032 -29.038 12.764  0.084
83 C -42.327 -27.579 12.804  -0.150
84 O -43.829 -27.737 12.503  -0.364
85 C -44.187 -28.943 12.126  0.684
86 O -45.326 -29.297 11.739  -0.608
87 O -43.157 -29.760 12.226  -0.260
88 H -41.878 -29.492 13.891  -0.074
89 H -41.127 -29.151 11.980  0.278
90 H -41.968 -27.161 11.910  0.401
91 H -42.183 -27.045 13.913  0.070
92 C -44.700 -35.999 6.654  -0.140
93 C -44.920 -36.528 8.135  0.082
94 O -46.148 -37.290 8.035  -0.362
95 C -46.721 -36.981 6.785  0.725
96 O -47.795 -37.448 6.419  -0.570
97 O -45.942 -36.252 6.069  -0.342
98 H -43.891 -36.370 5.946  0.265
99 H -44.770 -34.968 6.680  0.099
100 H -45.093 -35.548 8.857  -0.177
101 H -44.218 -37.083 8.597  0.433

## Properties
* molecular weight: 792.805 g/mol
* charge: +1
* ΔE to the lowest compared entry with this formula, charge and spin: 0.0 kcal/mol
* HOMO energy: -12.3 eV


[3]
Density functional theory data (ωB97M-V with the def2-TZVPD basis set) for a cluster of 7 separate species, C33H68O17 in total.

Each line ends with the Mulliken charge.
Geometry (Å):
1 C -4.231 3.294 -2.397  -0.598
2 O -3.002 2.995 -3.150  -0.229
3 C -2.416 1.698 -2.760  0.513
4 O -3.191 0.631 -2.427  -0.379
5 O -0.937 1.457 -2.705  -0.119
6 O -0.463 2.003 -1.612  -0.127
7 C 0.257 0.977 -0.842  0.491
8 O -0.242 -0.283 -0.894  -0.485
9 C 1.630 1.186 0.029  0.370
10 C 2.811 2.222 -0.439  -0.216
11 C 4.175 2.329 0.473  -0.367
12 C 4.403 1.430 1.851  -0.382
13 C 3.200 0.420 2.356  -0.279
14 C 1.810 0.303 1.435  -0.371
15 H -4.207 4.454 -2.126  0.251
16 H -5.188 3.117 -3.068  0.237
17 H -4.338 2.729 -1.378  0.316
18 H 2.713 2.873 -1.424  0.269
19 H 5.069 3.050 0.171  0.274
20 H 5.408 1.509 2.471  0.291
21 H 3.315 -0.234 3.337  0.300
22 H 0.965 -0.417 1.806  0.194
23 C 3.992 6.592 -1.954  -0.821
24 O 3.361 6.099 -0.778  -0.268
25 C 3.325 7.073 0.269  -0.501
26 C 1.934 7.703 0.392  -0.511
27 O 1.625 8.507 -0.750  -0.379
28 C 0.733 7.853 -1.644  -0.662
29 H 3.818 5.878 -2.764  0.245
30 H 3.588 7.564 -2.254  0.364
31 H 5.069 6.676 -1.788  0.311
32 H 4.090 7.843 0.114  0.359
33 H 3.558 6.549 1.200  0.356
34 H 1.926 8.368 1.261  0.378
35 H 1.169 6.934 0.548  0.303
36 H -0.269 7.817 -1.206  0.318
37 H 1.072 6.841 -1.891  0.256
38 H 0.686 8.433 -2.568  0.258
39 C -4.978 -2.860 0.028  -0.636
40 O -3.732 -2.912 -0.655  -0.418
41 C -2.783 -1.980 -0.127  -0.256
42 C -1.754 -2.680 0.765  0.012
43 O -2.357 -3.176 1.964  -0.399
44 C -2.574 -4.581 1.916  -0.729
45 H -5.582 -3.714 -0.291  0.182
46 H -4.849 -2.911 1.114  0.300
47 H -5.506 -1.941 -0.237  0.307
48 H -3.289 -1.174 0.418  0.288
49 H -2.264 -1.535 -0.981  0.290
50 H -0.997 -1.950 1.067  -0.170
51 H -1.247 -3.485 0.219  0.363
52 H -1.618 -5.106 1.997  0.321
53 H -3.092 -4.883 1.000  0.309
54 H -3.196 -4.861 2.769  0.256
55 C 3.877 -1.585 6.305  -0.846
56 O 4.343 -2.385 5.225  -0.324
57 C 5.108 -3.509 5.672  -0.255
58 C 4.285 -4.799 5.614  -0.490
59 O 3.224 -4.782 6.575  -0.391
60 C 1.962 -4.507 5.979  -0.650
61 H 3.152 -0.866 5.913  0.261
62 H 3.388 -2.189 7.076  0.379
63 H 4.713 -1.034 6.743  0.317
64 H 5.499 -3.339 6.682  0.315
65 H 5.960 -3.605 4.993  0.211
66 H 4.934 -5.642 5.872  0.326
67 H 3.894 -4.970 4.604  0.347
68 H 1.629 -5.373 5.400  0.330
69 H 1.998 -3.618 5.340  0.237
70 H 1.239 -4.325 6.778  0.248
71 C -5.825 5.795 -6.314  -0.707
72 O -4.417 5.771 -6.116  -0.401
73 C -3.903 4.438 -6.030  -0.066
74 C -3.221 4.020 -7.336  -0.621
75 O -4.171 3.886 -8.398  -0.383
76 C -4.144 4.995 -9.288  -0.708
77 H -6.122 6.819 -6.560  0.239
78 H -6.131 5.137 -7.134  0.320
79 H -6.333 5.496 -5.393  0.297
80 H -4.695 3.730 -5.758  0.254
81 H -3.159 4.435 -5.228  0.204
82 H -2.762 3.037 -7.194  0.346
83 H -2.428 4.728 -7.607  0.359
84 H -3.233 4.963 -9.893  0.316
85 H -4.206 5.949 -8.753  0.313
86 H -5.006 4.920 -9.955  0.243
87 C -8.213 -1.528 -2.582  -0.621
88 O -9.023 -1.797 -1.444  -0.341
89 C -10.354 -2.183 -1.802  -0.490
90 C -10.547 -3.696 -1.673  -0.487
91 O -9.777 -4.404 -2.649  -0.380
92 C -8.602 -4.981 -2.094  -0.698
93 H -7.175 -1.429 -2.251  0.127
94 H -8.268 -2.336 -3.319  0.326
95 H -8.524 -0.587 -3.042  0.321
96 H -10.600 -1.842 -2.815  0.330
97 H -11.030 -1.680 -1.105  0.357
98 H -11.598 -3.934 -1.863  0.393
99 H -10.302 -4.037 -0.659  0.306
100 H -8.870 -5.834 -1.463  0.350
101 H -8.024 -4.252 -1.514  0.263
102 H -7.975 -5.340 -2.914  0.260
103 C 10.404 -5.918 2.733  -0.675
104 O 11.296 -5.489 3.755  -0.375
105 C 11.291 -4.067 3.918  -0.497
106 C 10.479 -3.651 5.147  -0.566
107 O 9.085 -3.916 4.963  -0.284
108 C 8.662 -5.081 5.661  -0.737
109 H 10.313 -7.007 2.791  0.243
110 H 9.409 -5.479 2.852  0.264
111 H 10.810 -5.654 1.754  0.326
112 H 10.916 -3.572 3.015  0.325
113 H 12.331 -3.760 4.062  0.375
114 H 10.582 -2.570 5.287  0.363
115 H 10.855 -4.145 6.051  0.354
116 H 8.638 -4.880 6.737  0.329
117 H 9.309 -5.939 5.453  0.395
118 H 7.649 -5.328 5.333  0.144

## Properties
* molecular weight: 736.890 g/mol
* charge: 0
* structure (SMILES): COC(=O)OOC(=O)c1ccccc1.COCCOC.COCCOC.COCCOC.COCCOC.COCCOC.COCCOC
* ΔE to the lowest compared entry with this formula, charge and spin: 546.7 kcal/mol
* HOMO energy: -8.7 eV


[4]
Density functional theory data (ωB97M-V with the def2-TZVPD basis set) for a cluster of 2 separate species, C10H6Cl2O in total.

Each line ends with the natural charge from an NBO analysis.
Geometry (Å):
1 C 0.415 -0.310 -2.436  -0.190
2 C 1.640 -0.022 -1.805  -0.206
3 C -0.757 -0.124 -1.727  -0.225
4 C 1.640 0.356 -0.449  -0.167
5 C -0.723 0.014 -0.398  -0.149
6 C 0.506 0.303 0.311  -0.146
7 C 0.666 0.902 2.821  -0.198
8 C 0.399 0.621 1.687  -0.030
9 C -3.830 -1.132 2.447  0.670
10 C -3.301 -0.013 2.917  -0.387
11 O -4.023 -2.195 2.068  -0.391
12 Cl -2.984 0.119 4.656  0.049
13 Cl -3.413 1.437 1.967  0.063
14 H 0.397 -0.714 -3.420  0.213
15 H 2.542 -0.236 -2.263  0.209
16 H -1.701 -0.023 -2.150  0.213
17 H 2.621 0.707 -0.236  0.219
18 H -1.634 -0.146 0.171  0.213
19 H 0.974 1.456 3.702  0.240

## Properties
* molecular weight: 213.063 g/mol
* charge: 0
* structure (SMILES): C#Cc1ccccc1.O=C=C(Cl)Cl
* ΔE to the lowest compared entry with this formula, charge and spin: 1.7 kcal/mol
* HOMO energy: -8.8 eV